Here is 2 unconnected molecules or ions with the total composition C3HCl2F2N from the Open Molecules 2025 dataset. Energies are from ωB97M-V/def2-TZVPD.

XYZ file:
```
9
Properties=species:S:1:pos:R:3:lowdin_charge:R:1
Cl -1.2844 -1.1085 1.9914 0.5823
C -1.3899 -0.4051 0.4461 -1.2088
Cl -1.9692 1.1023 0.2812 0.6802
C 1.0154 -0.1075 -1.2416 -0.1944
F 1.1323 1.8688 0.0063 0.1213
C 1.2951 0.5616 -0.0948 -0.3716
H -1.3997 -1.2462 -0.3316 0.0576
N 0.8677 -0.8124 -2.1431 0.1985
F 1.7326 0.1471 1.0862 0.1349
```

Calculated values
HOMO (alpha / beta), hartree: -0.3415 / -0.3107
Relative energy (zero: lowest compared OMol25 entry of this formula, charge and spin), kJ/mol: 269.3